Entry 1:
Computed, not measured: a molecular structure, C4H6N2O, with ωB97M-V/def2-TZVPD.

Computed properties:
HOMO level in eV: -8.96
Energy above the lowest of the compared OMol25 structures with the same formula, charge and spin in kcal/mol: 154.99
Net charge: 0
Max |F| in hartree/bohr: 0.1078
Frontier orbital gap in eV: 9.207
E_LUMO in eV: 0.252
Electronic energy in eV: -9266.7807

Geometry (Å):
O -2.983215 0.435701 -0.369036
C -1.906285 0.709524 -0.099614
N -0.302894 -0.143419 -1.496367
C 0.873569 0.290236 -0.801421
C 0.577285 -0.468565 0.462468
C 0.514549 -0.264650 1.877964
N -0.521703 -0.862281 0.977358
H -0.413428 0.452930 -2.356921
H 1.013931 1.365723 -0.595521
H 1.763064 -0.066722 -1.326351
H 0.124391 -1.291258 -1.074048
H 1.013778 -0.896652 2.598425
H 0.246957 0.739432 2.203064

Cartesian forces (eV/Å) of the 2 atoms listed first:
1.012 -0.030 0.087
-1.810 0.992 0.191


Entry 2:
Computed, not measured: C4H6N2O in the gas phase, with ωB97M-V/def2-TZVPD.

Computed properties:
HOMO level in eV: -8.22
Energy above the lowest of the compared OMol25 structures with the same formula, charge and spin in kcal/mol: 102.91
Net charge: 0
Max |F| in hartree/bohr: 0.0128
Frontier orbital gap in eV: 8.589
E_LUMO in eV: 0.369
Electronic energy in eV: -9269.0390

Geometry (Å):
C 1.257741 -1.476358 -1.076475
O 1.024661 -0.762994 0.134221
C 0.010577 0.145466 0.052299
C -1.299401 0.062297 -0.645056
N -2.112254 0.911719 0.117187
C -1.457401 1.306483 1.194771
N -0.184860 0.889900 1.253547
H 0.355551 -1.984420 -1.417025
H 2.043524 -2.196757 -0.855423
H 1.597940 -0.796836 -1.864345
H 0.137774 0.882400 -0.844836
H -1.875256 1.933827 1.982215
H 0.501404 1.085273 1.968920

Cartesian forces (eV/Å) of the 2 atoms listed first:
0.060 -0.065 -0.069
0.027 -0.122 0.065


Entry 3:
Computed, not measured: a molecular structure, C4H6N2O, with ωB97M-V/def2-TZVPD.

Computed properties:
HOMO level in eV: -8.12
Energy above the lowest of the compared OMol25 structures with the same formula, charge and spin in kcal/mol: 97.62
Net charge: 0
Max |F| in hartree/bohr: 0.0218
Frontier orbital gap in eV: 8.850
E_LUMO in eV: 0.727
Electronic energy in eV: -9269.2684

Geometry (Å):
N -1.520715 0.096269 -1.344457
C -0.550767 -0.050972 -0.340957
C 0.709006 0.503953 -0.160935
O 1.302979 1.340990 -1.050267
C 1.367109 0.005797 1.052643
C 0.391535 -0.923971 1.498002
N -0.702728 -0.922375 0.694581
H -1.273630 -0.506737 -2.125644
H -1.495732 1.049245 -1.693392
H 2.234279 1.370342 -0.777677
H 0.672876 1.076718 1.071476
H 0.449505 -1.650372 2.303882
H -1.583719 -1.388885 0.872743

Cartesian forces (eV/Å) of the 2 atoms listed first:
0.095 -0.016 -0.264
0.203 -0.064 0.097


Entry 4:
Computed, not measured: C4H6N2O in the gas phase, with ωB97M-V/def2-TZVPD.

Computed properties:
HOMO level in eV: -7.88
Energy above the lowest of the compared OMol25 structures with the same formula, charge and spin in kcal/mol: 21.97
Net charge: 0
Max |F| in hartree/bohr: 0.0068
Frontier orbital gap in eV: 8.769
E_LUMO in eV: 0.887
SMILES string: Nc1[nH]ccc1O
Electronic energy in eV: -9272.5490

Geometry (Å):
N 1.913575 0.867516 -0.056485
C 0.578729 0.406990 -0.017511
N -0.467292 1.289686 -0.144436
C -1.656796 0.623729 -0.067528
C -1.388284 -0.711460 0.125041
C 0.027891 -0.840744 0.147737
O 0.779521 -1.979752 0.318210
H 2.471227 0.270728 -0.659112
H 2.334547 0.818464 0.867150
H -0.332912 2.268408 -0.337980
H -2.599988 1.145091 -0.148266
H -2.116673 -1.500036 0.265483
H 0.450968 -2.636147 -0.306653

Cartesian forces (eV/Å) of the 2 atoms listed first:
0.081 -0.179 0.057
-0.189 -0.105 0.041


Entry 5:
Computed, not measured: 2 unconnected molecules or ions with the total composition C4H6N2O, with ωB97M-V/def2-TZVPD.

Computed properties:
HOMO level in eV: -8.33
Energy above the lowest of the compared OMol25 structures with the same formula, charge and spin in kcal/mol: 104.37
Net charge: 0
Max |F| in hartree/bohr: 0.0210
Frontier orbital gap in eV: 8.812
E_LUMO in eV: 0.485
SMILES string: OC1=CN1.CC#N
Electronic energy in eV: -9268.9758

Geometry (Å):
O 0.015061 -2.728120 1.786977
C 0.298682 -1.497103 1.389263
C 1.021731 -0.533214 0.956249
N -0.528941 -0.346251 1.178465
H 0.784911 -3.302718 1.664551
H 1.763801 0.003679 0.391138
H -0.675122 0.125404 2.080321
C -0.935200 1.275773 -1.591728
C 0.494868 1.566911 -1.557161
N 1.627256 1.801839 -1.528518
H -1.258024 1.152522 -2.626420
H -1.470790 2.108934 -1.132218
H -1.138233 0.372343 -1.010919

Cartesian forces (eV/Å) of the 2 atoms listed first:
0.111 0.066 -0.101
0.179 0.233 -0.108


Entry 6:
Computed, not measured: C4H6N2O in the gas phase, with ωB97M-V/def2-TZVPD.

Computed properties:
HOMO level (alpha / beta) in eV: -8.98 / -8.98
Energy above the lowest of the compared OMol25 structures with the same formula, charge and spin in kcal/mol: 69.40
Net charge: 0
Max |F| in hartree/bohr: 0.1452
Frontier orbital gap (alpha / beta) in eV: 8.754 / 8.754
E_LUMO (alpha / beta) in eV: -0.228 / -0.228
SMILES string: CN1CN=CC1=O
Electronic energy in eV: -9270.4925

Geometry (Å):
C -1.174066 1.229624 -0.024850
N -0.350679 0.284112 0.479013
C -0.529509 -1.054630 0.195143
N 0.724785 -1.749137 -0.087531
C 1.718283 -0.957424 -0.145126
C 1.355695 0.500919 -0.046688
O 1.865098 1.595133 -0.049675
H -0.734483 2.136077 -0.166979
H -1.633949 0.812181 -0.973105
H -1.990824 1.346710 0.690512
H -1.276412 -1.281811 -0.571799
H -0.776009 -1.573673 1.046863
H 2.802075 -1.288087 -0.345773

Cartesian forces (eV/Å) of the 2 atoms listed first:
-4.381 -1.455 -1.299
7.451 -0.484 -0.134


Entry 7:
Computed, not measured: a molecular structure, C4H6N2O, with ωB97M-V/def2-TZVPD.

Computed properties:
HOMO level in eV: -8.46
Energy above the lowest of the compared OMol25 structures with the same formula, charge and spin in kcal/mol: 132.17
Net charge: 0
Max |F| in hartree/bohr: 0.1272
Frontier orbital gap in eV: 8.659
E_LUMO in eV: 0.197
Electronic energy in eV: -9267.7706

Geometry (Å):
C 1.710310 -0.455808 -0.060660
C -1.778351 -0.848507 0.086633
C -1.866638 0.475251 -0.051176
C -0.516222 0.808384 -0.201527
H 1.790076 -1.640347 -0.615013
H 2.376114 -0.757565 1.108787
H 2.336438 0.024286 -0.944534
H -2.438636 -1.690395 -0.218034
H -2.527000 1.271710 -0.040855
H 1.035235 2.194572 0.626537
N 0.342716 -0.161124 0.048552
N -0.452245 -1.298743 0.180435
O -0.011800 2.078283 0.080856

Cartesian forces (eV/Å) of the 2 atoms listed first:
4.714 -4.452 -0.876
2.488 -5.153 -0.533


Entry 8:
Computed, not measured: C4H6N2O in the gas phase, with ωB97M-V/def2-TZVPD.

Computed properties:
HOMO level in eV: -8.48
Energy above the lowest of the compared OMol25 structures with the same formula, charge and spin in kcal/mol: 63.40
Net charge: 0
Max |F| in hartree/bohr: 0.0281
Frontier orbital gap in eV: 9.034
E_LUMO in eV: 0.558
Electronic energy in eV: -9270.7525

Geometry (Å):
C -0.528345 1.221662 0.952793
C -1.359974 -1.516104 1.319518
N -1.039133 -1.607393 0.183269
C -0.265613 -1.232184 -0.897981
C 0.641292 -0.266902 -0.623884
O 1.640104 0.126995 -1.449436
N 0.620345 0.380445 0.591666
H -1.437097 0.898402 0.441311
H -0.326519 2.256597 0.666615
H -0.744860 1.174450 2.023773
H -0.410814 -1.751811 -1.835771
H 1.700622 -0.470672 -2.207861
H 1.509992 0.786516 0.835988

Cartesian forces (eV/Å) of the 2 atoms listed first:
-0.056 0.125 0.006
-0.079 -0.608 -1.191


Entry 9:
Computed, not measured: C4H6N2O in the gas phase, with ωB97M-V/def2-TZVPD.

Computed properties:
HOMO level in eV: -10.98
Energy above the lowest of the compared OMol25 structures with the same formula, charge and spin in kcal/mol: 34.43
Net charge: 0
Max |F| in hartree/bohr: 0.0231
Frontier orbital gap in eV: 11.567
E_LUMO in eV: 0.590
SMILES string: [H]/N=C(\C#N)OCC
Electronic energy in eV: -9272.0090

Geometry (Å):
H -2.941375 -0.498584 0.369843
N -2.017755 -0.076390 0.363278
C -1.135857 -0.903062 -0.016893
C -1.411624 -2.292861 -0.408676
N -1.751382 -3.339555 -0.764596
O 0.152232 -0.589588 -0.162241
C 0.413078 0.825724 -0.062504
C 1.883186 1.102315 -0.277759
H -0.199342 1.324604 -0.821130
H 0.070607 1.171642 0.915486
H 2.237947 0.689327 -1.226357
H 2.010212 2.190533 -0.309185
H 2.499663 0.708102 0.534984

Cartesian forces (eV/Å) of the 2 atoms listed first:
0.037 -0.025 0.064
0.123 -0.414 -0.225